Entry 1:
This record from the Open Molecules 2025 dataset describes a molecular structure, C33H29CoFGeN4S in a non-equilibrium geometry. The level of theory is wB97M-V/def2-TZVPD.

The calculation puts the energy relative to the best compared isomer or geometry (same formula, charge and spin) at 0.0 kcal/mol. The spin multiplicity is 4. The gap between HOMO and LUMO (alpha / beta) comes out at 0.1528 / 0.1608 Ha. The electronic energy comes out at -148343.26119 eV. For the LUMO energy (alpha / beta), the calculation gives 4.7 / 4.6 eV. As for the expectation value of S²: 3.77. The charge is -2.

Cartesian coordinates (Å):
Co (2.0573, -1.0674, 0.4100)
C (2.7926, -5.3393, 0.2560)
C (2.5198, -3.9707, 0.7917)
N (2.4479, -2.9591, -0.1575)
N (2.3335, -3.3424, -1.4822)
C (2.4812, -2.4241, -2.4248)
N (2.0100, -2.8219, -3.7346)
S (2.8525, -0.8347, -2.0396)
C (2.4944, -3.5629, 2.1059)
C (2.5947, -4.4445, 3.2755)
C (2.1405, -4.0599, 4.4768)
C (1.6878, -2.6966, 4.6269)
C (1.9785, -1.8258, 3.5522)
N (2.3922, -2.1868, 2.3296)
H (3.6129, -5.2856, -0.4891)
H (1.9448, -5.8138, -0.2743)
H (3.1398, -6.0511, 1.0407)
H (1.7837, -4.1845, -1.6914)
H (2.3898, -2.1388, -4.3266)
H (1.0147, -2.6361, -3.7508)
H (3.0401, -5.4376, 3.1222)
H (2.1433, -4.6968, 5.3300)
H (1.3881, -2.2822, 5.5844)
H (1.8197, -0.7502, 3.6771)
F (-3.9981, -3.8789, 0.1815)
C (-2.9704, -2.8982, 0.2307)
C (-2.6665, -2.2211, -0.9471)
C (-1.5619, -1.3454, -0.8482)
C (-0.8604, -0.9603, 0.3262)
C (-1.5016, -1.4734, 1.5304)
C (-2.6058, -2.3789, 1.4925)
H (-3.2677, -2.3881, -1.8766)
H (-1.2160, -0.8296, -1.7682)
H (-1.0514, -1.1250, 2.4551)
H (-3.0901, -2.7702, 2.3856)
C (0.2648, -0.1298, 0.2793)
Ge (-0.3469, 1.4395, -0.3443)
C (0.8013, 2.8039, -1.2714)
C (2.1554, 2.7814, -0.9575)
C (3.0239, 3.8369, -1.2757)
C (2.5308, 4.9289, -2.0074)
C (1.2229, 4.8934, -2.4674)
C (0.3884, 3.8113, -2.1602)
C (-1.9684, 1.3833, -1.5256)
C (-1.8078, 1.1575, -2.8819)
C (-2.9131, 0.9730, -3.7096)
C (-4.2150, 0.9934, -3.1926)
C (-4.3625, 1.2772, -1.8149)
C (-3.2688, 1.4485, -0.9986)
C (-1.0087, 2.8542, 1.0065)
C (-0.7305, 2.6907, 2.3800)
C (-1.0153, 3.6670, 3.3320)
C (-1.5966, 4.8372, 2.9517)
C (-1.8074, 5.0504, 1.5905)
C (-1.5301, 4.0844, 0.6356)
H (2.5514, 1.9636, -0.3827)
H (4.0646, 3.8571, -1.0199)
H (3.1683, 5.7804, -2.2383)
H (0.7942, 5.7215, -3.0455)
H (-0.6672, 3.8650, -2.4801)
H (-0.8011, 1.0800, -3.3272)
H (-2.7577, 0.7940, -4.7768)
H (-5.0501, 0.7942, -3.8422)
H (-5.3523, 1.4245, -1.4215)
H (-3.4095, 1.6548, 0.0644)
H (-0.2327, 1.7613, 2.6545)
H (-0.6908, 3.5425, 4.3694)
H (-1.7601, 5.6667, 3.6450)
H (-2.1749, 6.0347, 1.2706)
H (-1.7687, 4.3592, -0.4083)

=====

Entry 2:
This record from the Open Molecules 2025 dataset describes a molecular structure, C33H29N2O8PSr in a non-equilibrium geometry. The level of theory is wB97M-V/def2-TZVPD.

The calculation puts the energy relative to the best compared isomer or geometry (same formula, charge and spin) at 4.6 kcal/mol. The gap between HOMO and LUMO comes out at 0.2885 Ha. The electronic energy comes out at -64183.30714 eV. For the LUMO energy, the calculation gives 0.2 eV.

Cartesian coordinates (Å):
Sr (-0.1988, 0.1818, -0.0675)
C (-1.6937, -0.1952, 3.8865)
C (-0.2339, -0.1385, 3.5910)
N (0.2849, -0.0816, 2.3851)
C (1.6735, -0.0286, 2.5585)
C (1.9562, -0.0606, 3.8852)
N (0.7434, -0.1257, 4.5219)
C (3.1783, -0.0296, 4.7262)
O (4.3342, -0.0064, 4.0968)
O (3.0611, -0.0321, 5.9320)
C (2.6270, 0.0967, 1.3784)
O (3.8385, 0.0211, 1.6178)
O (2.0819, 0.2734, 0.2339)
H (-2.2450, -0.1382, 2.9501)
H (-2.0054, 0.6375, 4.5182)
H (-1.9570, -1.1232, 4.3963)
H (0.6566, -0.1523, 5.5271)
H (4.1855, -0.0027, 3.1003)
C (-5.8022, 4.5848, 0.9167)
O (-6.3290, 3.2739, 0.7133)
C (-5.4404, 2.2693, 0.4937)
C (-6.0223, 1.0313, 0.1267)
C (-5.1891, -0.0059, -0.1635)
C (-3.7766, 0.0784, -0.0586)
C (-2.9960, -1.1070, -0.4358)
C (-3.5563, -2.1066, -1.4192)
O (-1.8571, -1.3400, 0.0097)
C (-3.1907, 1.3397, 0.3500)
O (-1.9272, 1.5419, 0.4218)
C (-4.0801, 2.4249, 0.6060)
H (-6.6515, 5.2574, 0.9688)
H (-5.1546, 4.8734, 0.0895)
H (-5.2432, 4.6353, 1.8528)
H (-7.0986, 0.9445, 0.0724)
H (-5.6348, -0.9526, -0.4500)
H (-4.2766, -1.6781, -2.1138)
H (-4.0478, -2.9258, -0.8811)
H (-2.7148, -2.5312, -1.9667)
H (-3.6264, 3.3596, 0.8884)
O (-0.0236, -0.1898, -2.3521)
P (0.8288, -1.1286, -3.2139)
C (2.5655, -1.0971, -2.8838)
C (3.1730, 0.1479, -2.6901)
C (4.5364, 0.2325, -2.4879)
C (5.3093, -0.9246, -2.4864)
C (4.7217, -2.1638, -2.6920)
C (3.3462, -2.2542, -2.8915)
C (0.6454, -0.7312, -4.9454)
C (-0.5617, -0.1599, -5.3565)
C (-0.7779, 0.1211, -6.6995)
C (0.2076, -0.1660, -7.6356)
C (1.4138, -0.7271, -7.2339)
C (1.6351, -1.0097, -5.8911)
C (0.2832, -2.8061, -2.9984)
C (0.3322, -3.3360, -1.7032)
C (-0.1473, -4.6045, -1.4430)
C (-0.6848, -5.3653, -2.4775)
C (-0.7292, -4.8572, -3.7664)
C (-0.2424, -3.5785, -4.0304)
H (2.5730, 1.0515, -2.6754)
H (4.9954, 1.1965, -2.3091)
H (6.3764, -0.8557, -2.3144)
H (5.3271, -3.0609, -2.6889)
H (2.8920, -3.2238, -3.0425)
H (-1.3209, 0.0726, -4.6201)
H (-1.7135, 0.5662, -7.0132)
H (0.0376, 0.0545, -8.6822)
H (2.1844, -0.9400, -7.9639)
H (2.5810, -1.4391, -5.5819)
H (0.7543, -2.7600, -0.8866)
H (-0.1034, -4.9991, -0.4367)
H (-1.0655, -6.3584, -2.2734)
H (-1.1450, -5.4514, -4.5699)
H (-0.2775, -3.1899, -5.0405)

=====

Entry 3:
This record from the Open Molecules 2025 dataset describes 8 unconnected molecules or ions with the total composition C33H29N3O26 in a non-equilibrium geometry. The level of theory is wB97M-V/def2-TZVPD.

The gap between HOMO and LUMO comes out at 0.2744 Ha. The electronic energy comes out at -92379.80375 eV. For the LUMO energy, the calculation gives -2.3 eV. Its SMILES is O=C1C=C(O)C(=O)C=C1O.O=C1C=C(O)C(=O)C=C1O.O=C1C=C(O)C(=O)C=C1O.O=C1C=C(O)C(=O)C=C1O.O=C1C=C(O)C(=O)C=C1O.C[N+](=O)[O-].C[N+](=O)[O-].C[N+](=O)[O-].

Cartesian coordinates (Å):
C (-6.1123, 3.6819, -2.3777)
N (-7.3286, 3.0278, -2.8195)
O (-7.8851, 3.5357, -3.7770)
O (-7.7958, 1.9357, -2.3696)
H (-6.3632, 4.2241, -1.4661)
H (-5.6897, 4.2356, -3.2161)
H (-5.3561, 2.9179, -2.1970)
C (3.6216, -0.6361, 3.3240)
N (4.0419, -0.3658, 4.6797)
O (5.0622, 0.2572, 4.9288)
O (3.4842, -1.0250, 5.4665)
H (3.6928, -1.7155, 3.1905)
H (4.2449, -0.1558, 2.5696)
H (2.6214, -0.2063, 3.2714)
C (0.2236, 0.6348, -0.7328)
N (-0.2604, 2.0654, -0.7469)
O (0.5258, 2.8747, -0.2962)
O (-1.3155, 2.3585, -1.2360)
H (0.2025, 0.3309, -1.7793)
H (-0.5639, 0.2004, -0.1170)
H (1.2059, 0.7391, -0.2722)
C (-0.0388, 2.2880, 5.2887)
C (0.5385, 3.3049, 5.9910)
C (0.2339, 4.7560, 5.7285)
O (0.9116, 5.6811, 6.2194)
C (-0.8506, 4.8182, 4.7784)
C (-1.4389, 3.8360, 4.0407)
C (-1.0766, 2.4382, 4.2135)
O (-1.5229, 1.5132, 3.4894)
O (-2.6700, 4.0696, 3.3915)
O (1.3656, 3.1145, 6.9885)
H (0.2526, 1.2961, 5.6011)
H (-1.1064, 5.8248, 4.4823)
H (-3.0450, 3.1915, 3.2922)
H (1.6994, 3.9794, 7.2378)
C (7.9153, -0.7660, -3.2579)
C (7.8559, 0.5841, -3.0910)
C (6.6395, 1.3015, -2.5415)
O (6.5343, 2.4267, -2.1168)
C (5.5381, 0.3548, -2.3948)
C (5.5768, -0.9597, -2.5464)
C (6.7934, -1.6719, -3.0066)
O (6.9509, -2.8627, -3.2224)
O (4.4632, -1.8111, -2.4142)
O (8.8962, 1.4168, -3.4390)
H (8.8314, -1.1668, -3.6661)
H (4.5622, 0.7840, -2.2222)
H (4.8017, -2.6946, -2.5770)
H (8.6108, 2.2449, -3.0462)
C (-5.6762, -1.1453, -0.4002)
C (-6.2227, -0.5413, 0.7169)
C (-7.4048, -1.2119, 1.4257)
O (-7.8345, -0.8584, 2.5152)
C (-7.9846, -2.3699, 0.7192)
C (-7.5435, -2.7960, -0.4323)
C (-6.1409, -2.3877, -0.9784)
O (-5.5169, -3.0545, -1.8309)
O (-8.2965, -3.7718, -1.1075)
O (-5.9318, 0.6822, 1.1613)
H (-4.8743, -0.6275, -0.9054)
H (-8.8739, -2.7938, 1.1617)
H (-8.0258, -3.8399, -2.0260)
H (-6.4148, 0.9497, 1.9467)
C (3.5219, 2.3603, -6.2298)
C (4.2667, 1.4233, -6.8567)
C (3.8255, 0.0752, -7.1736)
O (4.5346, -0.8224, -7.5803)
C (2.4895, -0.2049, -6.7117)
C (1.7280, 0.7243, -6.0473)
C (2.1824, 2.1102, -5.7601)
O (1.5517, 3.0157, -5.1980)
O (0.3590, 0.6015, -5.7519)
O (5.5683, 1.7819, -7.1625)
H (3.9754, 3.2881, -5.9136)
H (2.0728, -1.1889, -6.8682)
H (-0.0668, 1.4107, -5.4593)
H (6.1541, 1.0460, -7.3546)
C (-0.4466, -5.9518, 4.5340)
C (-1.6912, -5.4598, 4.7876)
C (-2.2053, -4.1778, 4.1998)
O (-3.1588, -3.5509, 4.6214)
C (-1.3424, -3.7233, 3.0920)
C (-0.1630, -4.3217, 2.6889)
C (0.4129, -5.4800, 3.4337)
O (1.4412, -6.1149, 3.1641)
O (0.5587, -3.7442, 1.6327)
O (-2.4622, -5.9529, 5.8282)
H (-0.2377, -6.9179, 4.9692)
H (-1.5934, -2.8054, 2.5813)
H (1.3132, -4.3275, 1.5231)
H (-3.3257, -5.5336, 5.8171)